No. 1
A molecular structure, C53H28Cl2CoI4N5O. Source: the OMol25 dataset; level of theory: the ωB97M-V functional and the def2-TZVPD basis.

Geometry (Å):
Co 0.0825 -0.5511 0.0945
I -8.0261 -2.3741 -4.1933
C -6.1278 -2.3495 -3.3369
C -5.0280 -2.7422 -4.0819
C -3.7642 -2.7187 -3.5051
C -3.5525 -2.3237 -2.1735
C -4.6871 -1.8921 -1.4756
C -5.9598 -1.9109 -2.0355
C -2.2253 -2.2413 -1.4972
C -0.9901 -2.0640 -2.1749
C -0.5834 -2.6410 -3.4442
C 0.7657 -2.5662 -3.5044
C 1.2019 -1.8743 -2.3255
C 2.5228 -1.5587 -2.0068
C 3.6273 -2.1296 -2.8406
C 3.7278 -1.8665 -4.2036
C 4.7431 -2.4189 -4.9754
C 5.6779 -3.2433 -4.3705
I 7.1989 -4.0845 -5.5179
C 5.6163 -3.5099 -3.0094
C 4.5918 -2.9487 -2.2537
C 2.8816 -0.7092 -0.9633
N 1.9866 -0.1336 -0.1030
C 2.6294 0.9176 0.4895
C 2.0295 1.7613 1.4223
C 2.6241 3.0920 1.7497
C 1.8684 4.2356 1.4892
C 2.3682 5.5084 1.7508
C 3.6428 5.6374 2.2814
I 4.4125 7.5371 2.6655
C 4.4117 4.5188 2.5642
C 3.8952 3.2533 2.3004
C 0.8865 1.3566 2.1324
C 0.5609 1.8065 3.4685
C -0.2570 0.8632 4.0010
C -0.4924 -0.1190 2.9734
N 0.1858 0.2364 1.8443
C -1.2713 -1.2703 3.0946
C -1.6420 -2.0649 2.0183
C -2.7197 -3.0275 2.0128
C -3.0811 -3.1873 0.7176
C -2.1909 -2.3601 -0.0780
N -1.2958 -1.7621 0.7262
C -1.7913 -1.6179 4.4550
C -2.9843 -1.0772 4.9220
C -3.4837 -1.4156 6.1766
C -2.7740 -2.3076 6.9656
I -3.5167 -2.8322 8.8413
C -1.5783 -2.8593 6.5248
C -1.0946 -2.5082 5.2682
C 3.9871 0.9962 0.0007
C 4.1547 -0.0369 -0.8589
N 0.1123 -1.5785 -1.5443
H -5.1462 -3.0688 -5.1072
H -2.9430 -3.0258 -4.1232
H -4.5653 -1.4754 -0.4849
H -6.8044 -1.5552 -1.4604
H -1.2035 -3.1169 -4.1781
H 1.3986 -2.9543 -4.2867
H 3.0138 -1.1958 -4.6677
H 4.8065 -2.1963 -6.0325
H 6.3511 -4.1512 -2.5401
H 4.5298 -3.1526 -1.1905
H 0.8778 4.1220 1.0544
H 1.7684 6.3837 1.5349
H 5.3987 4.6270 2.9934
H 4.4800 2.3748 2.5545
H 0.9561 2.6939 3.9428
H -0.6685 0.8294 5.0006
H -3.1716 -3.4757 2.8878
H -3.8679 -3.8163 0.3250
H -3.5309 -0.3819 4.2922
H -4.4146 -0.9892 6.5273
H -1.0290 -3.5520 7.1491
H -0.1620 -2.9295 4.9094
H 4.7185 1.7455 0.2668
H 5.0447 -0.2861 -1.4217
Cl -4.4627 1.5143 -0.0781
C -3.0900 2.4174 -0.6797
C -3.3002 3.7473 -1.0711
C -2.2812 4.5195 -1.5396
Cl -2.5991 6.1901 -1.9912
C -0.9753 3.9822 -1.6453
C 0.1474 4.6938 -2.1364
C 1.3663 4.0821 -2.1921
C 1.4766 2.7469 -1.7479
N 0.4600 2.0662 -1.2939
C -0.7631 2.6401 -1.2379
C -1.8365 1.7868 -0.7201
O -1.6621 0.5904 -0.3210
H -4.2958 4.1674 -0.9842
H 0.0230 5.7196 -2.4625
H 2.2403 4.6054 -2.5615
H 2.4394 2.2334 -1.7599

total charge = -1
LUMO energy (spin up / spin down) = 0.035 / 0.036 Eh
HOMO (spin up / spin down) = -0.1593 / -0.1614 hartree
molar mass = 1388.3 g/mol
maximum force = 1.18 eV/Å
2S+1 = 2
energy above the lowest of the compared OMol25 structures with the same formula, charge and spin = 0.0 kJ/mol

Atomic partial charges in e from the Löwdin method, atoms 1 to 4: 0.5815 0.8274 -0.7550 -0.1554

---

No. 2
A molecular structure, C43H53AsBaN8S3. Source: the OMol25 dataset; level of theory: the ωB97M-V functional and the def2-TZVPD basis.

Geometry (Å):
Ba 1.0750 -0.8023 0.2248
N 1.7822 -1.4034 2.9525
C 1.3245 -0.3098 3.8244
C 2.3512 0.8138 3.9306
C 3.0215 1.2352 2.6296
N 2.0380 1.5321 1.5740
H 1.3002 -2.2648 3.1853
H 2.7729 -1.5940 3.0654
H 1.0997 -0.6570 4.8376
H 0.3873 0.0723 3.4099
H 3.1429 0.5161 4.6240
H 1.8548 1.6769 4.3852
H 3.6687 0.4375 2.2587
H 3.6642 2.0950 2.8438
H 2.4936 2.0373 0.8192
H 1.3195 2.1637 1.9219
S 4.1297 -1.1332 -0.0904
C 4.3488 -2.8303 -0.4318
N 5.4237 -3.3441 -0.9512
N 6.3899 -2.5034 -1.2720
C 7.5844 -2.9512 -1.8241
C 7.8168 -4.3020 -2.0763
C 9.0251 -4.6936 -2.6294
C 10.0091 -3.7635 -2.9364
C 9.7702 -2.4197 -2.6818
C 8.5684 -2.0113 -2.1299
N 3.4322 -3.8534 -0.1577
N 2.3075 -3.5331 0.2729
C 1.4739 -4.6666 0.5406
C 1.6935 -5.9251 -0.0150
C 0.8328 -6.9639 0.2901
C -0.2451 -6.7643 1.1469
C -0.4656 -5.5115 1.6942
C 0.3915 -4.4662 1.3851
H 6.2336 -1.5150 -1.0873
H 7.0495 -5.0230 -1.8355
H 9.1984 -5.7449 -2.8227
H 10.9488 -4.0808 -3.3679
H 10.5257 -1.6800 -2.9145
H 8.3843 -0.9616 -1.9323
H 2.5334 -6.0666 -0.6798
H 0.9984 -7.9396 -0.1482
H -0.9158 -7.5824 1.3745
H -1.3127 -5.3391 2.3453
H 0.2094 -3.4797 1.7948
S -1.5035 -3.2140 -1.0992
C -2.8936 -2.4700 -1.6276
N -3.8124 -1.8879 -0.8660
C -4.8100 -1.0612 -1.5280
C -4.9711 -1.6615 -2.9202
S -3.3439 -2.3692 -3.3180
H -3.6182 -1.7846 0.1244
H -4.4572 -0.0275 -1.5815
H -5.7437 -1.0844 -0.9681
H -5.2355 -0.9063 -3.6567
H -5.7117 -2.4601 -2.9326
C -0.4255 7.3910 2.5723
C -0.5602 6.0349 1.9366
C -0.8012 4.9017 2.6911
C -0.9519 3.6368 2.1181
C -1.2217 2.4935 3.0633
C -0.8624 3.4995 0.7275
As -0.8447 1.8122 -0.3038
N -1.1553 0.3305 0.7072
C -2.3305 -0.0310 1.3170
C -2.3424 -1.2268 2.0716
C -3.4858 -1.6919 2.6972
C -4.6833 -0.9877 2.6090
C -4.6927 0.2008 1.8910
C -3.5478 0.6728 1.2660
C -2.3319 1.9603 -1.6017
C -3.4475 2.8074 -1.5480
C -3.7561 3.7683 -0.4249
C -4.3489 2.8192 -2.6153
C -4.1758 2.0383 -3.7436
C -5.1601 2.0728 -4.8808
C -3.0602 1.2109 -3.7907
C -2.1436 1.1584 -2.7494
C -0.9617 0.2329 -2.9124
C -0.5755 4.6421 -0.0520
C -0.4107 4.5764 -1.5503
C -0.4415 5.8790 0.5601
H -0.3719 7.3148 3.6576
H -1.2799 8.0232 2.3225
H 0.4716 7.9029 2.2213
H -0.8752 4.9897 3.7706
H -0.7684 2.6964 4.0350
H -0.8432 1.5498 2.6815
H -2.2943 2.3641 3.2236
H -1.4312 -1.8120 2.1336
H -3.4441 -2.6214 3.2526
H -5.5777 -1.3514 3.0961
H -5.6075 0.7783 1.8161
H -3.5929 1.5971 0.7117
H -3.2704 3.5207 0.5123
H -4.8337 3.8069 -0.2581
H -3.4297 4.7779 -0.6891
H -5.2100 3.4778 -2.5550
H -5.8361 2.9224 -4.7919
H -5.7698 1.1662 -4.9048
H -4.6472 2.1425 -5.8408
H -2.8922 0.5900 -4.6649
H -1.0157 -0.2854 -3.8681
H -0.9544 -0.5337 -2.1322
H -0.0193 0.7834 -2.8719
H 0.3387 3.8349 -1.8385
H -0.0949 5.5442 -1.9374
H -1.3385 4.2991 -2.0539
H -0.2283 6.7468 -0.0560

LUMO energy = -0.001 Eh
HOMO = -0.2475 hartree
molar mass = 990.4 g/mol
maximum force = 0.88 eV/Å
energy above the lowest of the compared OMol25 structures with the same formula, charge and spin = 0.0 kJ/mol

Atomic partial charges in e from the Löwdin method, atoms 1 to 4: 1.4532 -0.0830 -0.2720 -0.1873

---

No. 3
2 unconnected molecules or ions with the total composition CH7Cl2NSi2. Source: the OMol25 dataset; level of theory: the ωB97M-V functional and the def2-TZVPD basis.

Geometry (Å):
C -3.2292 -1.6113 -1.0233
N 1.1521 0.7745 0.2134
Si -0.0662 1.2268 1.2948
Si 1.5987 -0.7111 -0.6221
Cl 1.7727 -0.4451 -2.5529
Cl -2.4037 -0.2010 -0.9847
H -2.4609 -2.4488 -0.8037
H 1.6979 1.5401 -0.1718
H -1.2382 0.3171 1.3628
H -0.6125 2.5189 1.0422
H 0.4023 1.4001 2.6989
H 3.0045 -0.9080 -0.1782
H 0.3824 -1.4522 -0.2754

LUMO energy = -0.030 Eh
HOMO = -0.3327 hartree
molar mass = 160.2 g/mol
maximum force = 3.37 eV/Å
energy above the lowest of the compared OMol25 structures with the same formula, charge and spin = 540.2 kJ/mol

Atomic partial charges in e from the natural (NBO) method, atoms 1 to 4: -0.2035 -1.5130 1.1219 1.2738

---

Please write out number 3 again, unchanged.
2 unconnected molecules or ions with the total composition CH7Cl2NSi2. Source: the OMol25 dataset; level of theory: the ωB97M-V functional and the def2-TZVPD basis.

Geometry (Å):
C -3.2292 -1.6113 -1.0233
N 1.1521 0.7745 0.2134
Si -0.0662 1.2268 1.2948
Si 1.5987 -0.7111 -0.6221
Cl 1.7727 -0.4451 -2.5529
Cl -2.4037 -0.2010 -0.9847
H -2.4609 -2.4488 -0.8037
H 1.6979 1.5401 -0.1718
H -1.2382 0.3171 1.3628
H -0.6125 2.5189 1.0422
H 0.4023 1.4001 2.6989
H 3.0045 -0.9080 -0.1782
H 0.3824 -1.4522 -0.2754

LUMO energy = -0.030 Eh
HOMO = -0.3327 hartree
molar mass = 160.2 g/mol
maximum force = 3.37 eV/Å
energy above the lowest of the compared OMol25 structures with the same formula, charge and spin = 540.2 kJ/mol

Atomic partial charges in e from the natural (NBO) method, atoms 1 to 4: -0.2035 -1.5130 1.1219 1.2738

---

Number 1 is which compound? C53H28Cl2CoI4N5O

---

What is the formula in the first record? C53H28Cl2CoI4N5O